ORCA calculation (ωB97M-V/def2-TZVPD) on a molecular structure, C12H30AgN6O6 at a distorted geometry.

For the HOMO energy (spin up / spin down), the calculation gives -0.55293 / -0.54825 Eh. The multiplicity is 2. The value obtained for the energy is -1401.674038 Eh. The value obtained for the molar mass is 462.3 g mol⁻¹. The value obtained for the energy above the lowest of the compared OMol25 structures with the same formula, charge and spin is 0.0000 eV. The HOMO-LUMO gap (spin up / spin down) comes out at 10.34 / 5.58 eV. As for the charge: +2.

Structure (XYZ):
```
55
Properties=species:S:1:pos:R:3:nbo_charge:R:1
Ag 0.57 0.29 -0.29 1.54
O -1.21 -0.94 0.24 -0.72
C -2.06 -1.77 0.34 0.71
N -1.81 -3.03 0.28 -0.78
C -3.51 -1.46 0.81 -0.73
H -0.91 -3.48 0.38 0.42
H -2.69 -3.52 0.40 0.40
H -3.68 -0.39 0.91 0.23
H -3.83 -1.91 1.75 0.25
H -4.20 -1.87 0.08 0.24
O -0.25 1.79 1.17 -0.73
C -0.41 2.75 1.91 0.71
N 0.60 3.54 2.08 -0.78
C -1.66 2.96 2.74 -0.72
H 1.51 3.27 1.74 0.42
H 0.34 4.40 2.54 0.42
H -2.15 1.99 2.84 0.26
H -2.23 3.63 2.10 0.24
H -1.61 3.45 3.72 0.25
O 0.22 -0.97 -2.28 -0.69
C 0.34 -1.00 -3.53 0.69
N 1.59 -0.96 -3.92 -0.76
C -0.79 -0.85 -4.37 -0.72
H 1.81 -1.48 -4.76 0.40
H 2.24 -1.17 -3.17 0.40
H -1.27 -1.82 -4.52 0.27
H -0.65 -0.47 -5.38 0.26
H -1.54 -0.26 -3.84 0.24
O 2.06 0.11 1.88 -0.73
C 1.94 0.05 3.12 0.69
N 2.28 0.94 4.01 -0.76
C 1.54 -1.25 3.72 -0.73
H 2.52 1.84 3.61 0.40
H 1.84 0.89 4.92 0.42
H 1.56 -1.22 4.81 0.22
H 2.06 -2.13 3.34 0.26
H 0.58 -1.60 3.34 0.25
O 1.95 -1.52 -0.27 -0.70
C 3.00 -2.10 -0.55 0.71
N 4.02 -2.16 0.30 -0.77
C 3.09 -2.82 -1.88 -0.74
H 4.04 -1.47 1.04 0.43
H 4.88 -2.63 0.07 0.42
H 2.09 -2.91 -2.29 0.24
H 3.39 -3.83 -1.58 0.26
H 3.76 -2.38 -2.63 0.24
O -1.03 1.26 -1.50 -0.65
C -1.90 2.07 -1.69 0.71
N -2.88 1.89 -2.50 -0.75
C -1.74 3.45 -1.09 -0.71
H -3.62 2.58 -2.54 0.42
H -3.07 1.02 -2.98 0.42
H -2.06 4.33 -1.65 0.25
H -0.72 3.55 -0.71 0.24
H -2.37 3.30 -0.22 0.23
```

ORCA calculation (ωB97M-V/def2-TZVPD) on a molecular structure, C12H30B2BeF8N2O4 at a distorted geometry.

For the HOMO energy, the calculation gives -0.38548 Eh. The multiplicity is 1. The value obtained for the energy is -1749.320504 Eh. The value obtained for the molar mass is 449.0 g mol⁻¹. The value obtained for the energy above the lowest of the compared OMol25 structures with the same formula, charge and spin is 3.5717 eV. The HOMO-LUMO gap comes out at 9.67 eV. As for the charge: 0.

Structure (XYZ):
```
59
Properties=species:S:1:pos:R:3:nbo_charge:R:1
Be 0.72 -1.03 -0.32 1.63
B 3.35 -2.33 -0.89 1.30
F 3.94 -3.22 -1.71 -0.53
F 2.82 -1.23 -1.51 -0.57
F 2.24 -2.99 -0.37 -0.57
F 4.16 -1.96 0.10 -0.55
B -0.90 -3.12 -2.23 1.28
F -1.14 -4.36 -2.24 -0.52
F -0.85 -2.71 -0.92 -0.59
F 0.33 -2.94 -2.61 -0.54
F -1.84 -2.44 -2.94 -0.56
C 2.27 2.25 -1.20 -0.26
O 2.05 1.08 -0.33 -0.57
C 2.55 1.44 0.92 -0.06
C 2.68 0.32 1.87 -0.28
N 1.34 -0.26 1.98 -0.68
C 1.48 -1.58 2.69 -0.26
C 0.16 -2.27 2.88 -0.07
O -0.64 -2.31 1.74 -0.55
C -1.58 -3.39 1.92 -0.25
H 1.62 2.22 -2.07 0.20
H 3.33 2.14 -1.42 0.20
H 2.13 3.24 -0.77 0.18
H 1.96 2.24 1.37 0.15
H 3.55 1.85 0.80 0.18
H 3.09 0.76 2.78 0.19
H 3.46 -0.37 1.55 0.26
H 0.93 0.34 2.70 0.38
H 1.74 -1.43 3.74 0.19
H 2.12 -2.27 2.14 0.24
H -0.39 -1.72 3.64 0.15
H 0.40 -3.23 3.35 0.19
H -2.11 -3.16 2.85 0.17
H -1.06 -4.35 1.84 0.20
H -2.31 -3.34 1.11 0.21
C -4.05 3.77 1.59 -0.26
O -2.86 2.96 1.48 -0.56
C -2.21 2.99 0.23 -0.09
C -1.05 2.03 0.23 -0.26
N -1.36 0.61 0.10 -0.65
C -2.16 0.30 -1.14 -0.27
C -1.40 0.55 -2.51 -0.07
O -0.07 -0.02 -2.49 -0.59
C 0.69 0.26 -3.63 -0.25
H -4.81 3.34 0.94 0.17
H -4.01 4.76 1.14 0.17
H -4.46 3.83 2.60 0.21
H -1.87 4.01 0.05 0.18
H -3.03 2.81 -0.47 0.17
H -0.41 2.06 1.12 0.21
H -0.40 2.36 -0.58 0.20
H -1.98 0.55 0.90 0.38
H -3.07 0.85 -0.90 0.20
H -2.37 -0.76 -1.02 0.25
H -1.28 1.60 -2.78 0.17
H -1.97 0.05 -3.28 0.23
H 0.11 0.18 -4.55 0.18
H 1.61 -0.30 -3.81 0.24
H 0.83 1.34 -3.66 0.14
```

ORCA calculation (ωB97M-V/def2-TZVPD) on a molecular structure, C12H30BCl4NO4SSi2.

For the HOMO energy, the calculation gives -0.29401 Eh. The multiplicity is 1. The value obtained for the energy is -3673.960043 Eh. The value obtained for the molar mass is 493.2 g mol⁻¹. The HOMO-LUMO gap comes out at 8.54 eV. As for the charge: 0.

Structure (XYZ):
```
55
Properties=species:S:1:pos:R:3:nbo_charge:R:1
C 2.27 -1.99 0.37 -0.60
C 1.00 -1.88 -0.53 -0.82
B -0.09 -1.15 0.32 0.62
O -0.61 -1.83 1.42 -0.94
Si -0.80 0.72 -0.08 1.60
S -1.27 0.77 -2.20 -0.49
N -2.18 1.10 0.80 -0.98
C -3.43 0.91 0.68 0.49
C -4.16 -0.11 1.50 -0.70
C -4.29 1.75 -0.24 -0.71
O 0.36 1.85 0.29 -1.25
Si 1.78 2.12 -0.48 1.93
O 1.57 3.07 -1.81 -1.09
C 2.93 2.96 0.71 -0.94
C 3.61 1.94 1.63 0.11
C 5.04 1.62 1.20 -0.63
O 3.57 2.47 2.96 -0.72
H 2.56 -3.02 0.56 0.21
H 2.10 -1.54 1.36 0.19
H 3.09 -1.42 -0.06 0.22
H 0.68 -2.89 -0.82 0.24
H 1.27 -1.34 -1.44 0.22
H -0.36 -1.50 2.28 0.51
H -0.46 -0.25 -2.55 0.15
H -4.75 0.42 2.26 0.23
H -4.89 -0.64 0.88 0.24
H -3.47 -0.77 2.01 0.23
H -4.02 2.80 -0.12 0.24
H -4.10 1.46 -1.27 0.25
H -5.35 1.62 -0.03 0.22
H 2.39 0.83 -0.90 -0.29
H 1.66 2.62 -2.65 0.50
H 3.67 3.54 0.16 0.24
H 2.35 3.65 1.33 0.27
H 3.04 0.99 1.62 0.15
H 5.61 1.24 2.05 0.20
H 5.54 2.52 0.84 0.21
H 5.06 0.86 0.41 0.22
H 3.99 1.84 3.55 0.46
Cl -7.11 -1.29 -1.34 -0.06
C -8.48 -1.65 -0.25 -0.39
C -8.94 -0.42 0.50 -0.39
Cl -7.71 0.14 1.66 -0.06
H -8.15 -2.42 0.44 0.22
H -9.29 -2.03 -0.86 0.22
H -9.84 -0.64 1.06 0.22
H -9.14 0.40 -0.19 0.23
Cl 7.32 -1.27 -0.79 -0.06
C 6.37 -2.55 -1.60 -0.39
C 5.60 -2.03 -2.78 -0.39
Cl 4.29 -0.93 -2.27 -0.06
H 5.71 -2.99 -0.86 0.22
H 7.08 -3.31 -1.94 0.22
H 5.14 -2.86 -3.31 0.22
H 6.24 -1.48 -3.47 0.23
```

ORCA calculation (ωB97M-V/def2-TZVPD) on 5 unconnected molecules or ions with the total composition C12H30Br6O8P2 at a distorted geometry.

For the HOMO energy, the calculation gives -0.37189 Eh. The multiplicity is 1. The value obtained for the energy is -17204.068130 Eh. Its SMILES is COP(=O)(OC)OC.COP(=O)(OC)OC.BrCCBr.BrCCBr.BrCCBr. The value obtained for the molar mass is 843.7 g mol⁻¹. The value obtained for the energy above the lowest of the compared OMol25 structures with the same formula, charge and spin is 1.6915 eV. The HOMO-LUMO gap comes out at 10.31 eV. As for the charge: 0.

Structure (XYZ):
```
58
Properties=species:S:1:pos:R:3:nbo_charge:R:1
Br -5.51 7.22 2.31 -0.03
C -3.96 6.64 3.40 -0.43
C -3.62 5.16 3.09 -0.44
Br -2.92 4.73 1.27 -0.02
H -4.31 6.84 4.42 0.24
H -3.20 7.36 3.14 0.23
H -4.44 4.46 3.27 0.23
H -2.83 4.78 3.74 0.23
Br 1.69 4.12 7.95 -0.02
C 2.60 2.44 7.38 -0.45
C 3.79 2.69 6.44 -0.40
Br 4.42 0.89 5.70 -0.05
H 1.82 1.85 6.89 0.23
H 2.77 1.83 8.27 0.23
H 4.64 3.20 6.88 0.23
H 3.60 3.25 5.53 0.23
Br 2.25 0.72 -1.37 -0.03
C 0.87 0.92 0.07 -0.43
C 1.34 0.76 1.46 -0.43
Br -0.16 1.11 2.72 -0.03
H 0.17 0.10 -0.12 0.22
H 0.37 1.88 -0.09 0.23
H 2.17 1.44 1.69 0.22
H 1.66 -0.24 1.77 0.23
C 3.44 -4.30 1.17 -0.25
O 2.35 -4.07 2.07 -0.81
P 2.34 -4.70 3.56 2.55
O 3.63 -4.82 4.28 -1.10
O 1.21 -3.76 4.25 -0.81
C 0.93 -3.71 5.65 -0.24
O 1.62 -6.09 3.19 -0.82
C 1.67 -7.21 4.15 -0.26
H 2.98 -4.89 0.39 0.19
H 4.22 -4.91 1.63 0.20
H 3.79 -3.35 0.75 0.20
H -0.16 -3.72 5.66 0.19
H 1.32 -2.77 6.03 0.19
H 1.37 -4.52 6.24 0.19
H 1.91 -8.15 3.65 0.20
H 0.79 -7.18 4.79 0.19
H 2.47 -7.00 4.86 0.20
C -3.20 -1.15 -9.53 -0.25
O -3.63 0.06 -8.96 -0.80
P -2.49 1.14 -8.40 2.52
O -3.11 2.46 -7.92 -1.06
O -1.50 1.33 -9.64 -0.82
C -1.81 2.03 -10.84 -0.24
O -1.60 0.23 -7.36 -0.79
C -1.73 0.62 -5.99 -0.27
H -3.62 -1.31 -10.52 0.18
H -3.55 -2.00 -8.94 0.18
H -2.12 -1.23 -9.65 0.19
H -2.77 2.55 -10.77 0.20
H -1.84 1.34 -11.68 0.18
H -0.99 2.69 -11.11 0.20
H -2.38 -0.02 -5.40 0.19
H -2.04 1.66 -5.85 0.21
H -0.72 0.60 -5.58 0.19
```

ORCA calculation (ωB97M-V/def2-TZVPD) on a molecular structure, C12H30Cl2I2O2ReSi4.

For the HOMO energy (spin up / spin down), the calculation gives -0.51706 / -0.52901 Eh. The multiplicity is 2. The value obtained for the energy is -3377.207293 Eh. The value obtained for the molar mass is 829.6 g mol⁻¹. The value obtained for the energy above the lowest of the compared OMol25 structures with the same formula, charge and spin is 0.0000 eV. The HOMO-LUMO gap (spin up / spin down) comes out at 7.15 / 7.23 eV. As for the charge: +2.

Structure (XYZ):
```
53
Properties=species:S:1:pos:R:3:nbo_charge:R:1
Re 0.21 0.32 0.06 -0.16
I 2.72 -0.71 0.08 0.54
C 2.26 -1.68 1.94 -0.71
I 0.35 -0.81 2.37 0.64
H 2.99 -1.43 2.71 0.26
H 2.15 -2.75 1.80 0.26
C -3.73 1.69 2.10 -1.16
Si -3.00 2.17 0.48 1.89
C -4.05 2.63 -0.97 -1.16
C -1.71 3.49 0.74 -1.17
Si 1.01 2.47 0.25 0.39
Si 1.08 2.89 -2.10 1.24
C 2.84 2.54 -2.63 -1.11
C -0.09 1.58 -2.81 -1.09
C 0.53 4.62 -2.47 -1.12
Si 1.96 3.89 1.91 1.28
C 1.55 5.65 1.45 -1.12
C 1.21 3.39 3.56 -1.12
C 3.78 3.50 1.80 -1.12
H -4.63 1.09 2.01 0.28
H -3.97 2.58 2.69 0.27
H -2.99 1.12 2.68 0.24
H -5.03 2.16 -0.95 0.28
H -3.55 2.35 -1.90 0.25
H -4.19 3.72 -0.99 0.27
H -2.22 4.44 0.94 0.29
H -1.13 3.66 -0.18 0.24
H -1.08 3.28 1.60 0.25
H 3.16 1.54 -2.35 0.23
H 3.54 3.26 -2.21 0.26
H 2.92 2.61 -3.72 0.27
H 0.03 0.59 -2.32 0.19
H 0.11 1.40 -3.87 0.29
H -1.13 1.87 -2.70 0.25
H 1.29 5.34 -2.16 0.26
H -0.41 4.88 -1.97 0.24
H 0.37 4.75 -3.54 0.27
H 0.48 5.85 1.52 0.25
H 1.89 5.90 0.44 0.25
H 2.06 6.33 2.15 0.27
H 0.42 4.08 3.85 0.26
H 1.97 3.43 4.34 0.27
H 0.80 2.39 3.55 0.23
H 4.22 3.94 0.90 0.26
H 3.99 2.43 1.79 0.24
H 4.30 3.93 2.66 0.27
Cl -0.62 -1.72 -1.25 0.10
C -2.35 -1.71 -0.73 -0.32
Cl -2.59 -2.82 0.60 0.10
C -2.87 -0.33 -0.32 0.76
O -4.05 -0.19 -0.24 -0.50
O -2.01 0.68 -0.05 -0.84
H -2.91 -2.04 -1.59 0.29
```

ORCA calculation (ωB97M-V/def2-TZVPD) on a molecular structure, C12H30ClLiN2 at a distorted geometry.

For the HOMO energy (spin up / spin down), the calculation gives 0.01484 / -0.21918 Eh. The multiplicity is 2. The value obtained for the energy is -1052.477960 Eh. The value obtained for the molar mass is 244.8 g mol⁻¹. The HOMO-LUMO gap (spin up / spin down) comes out at 2.43 / 8.81 eV. As for the charge: -1.

Structure (XYZ):
```
46
Properties=species:S:1:pos:R:3:nbo_charge:R:1
Li -5.68 32.01 2.85 0.16
Cl -4.86 30.06 2.05 -0.97
C -7.19 32.39 0.09 -0.63
C -5.88 33.23 0.26 -0.24
N -5.72 33.67 1.65 -0.53
C -6.76 34.63 2.12 -0.31
C -6.94 35.81 1.17 -0.65
C -4.37 34.30 1.86 -0.25
C -3.24 33.32 1.73 -0.63
H -7.31 31.52 0.75 0.23
H -7.22 32.02 -0.93 0.21
H -8.05 33.01 0.33 0.19
H -5.09 32.51 0.05 0.22
H -5.74 34.06 -0.43 0.17
H -6.49 35.04 3.09 0.21
H -7.76 34.18 2.19 0.21
H -7.61 36.51 1.67 0.21
H -7.41 35.59 0.21 0.20
H -5.98 36.28 0.96 0.20
H -4.19 35.16 1.21 0.17
H -4.38 34.60 2.91 0.21
H -3.14 32.92 0.72 0.20
H -2.31 33.85 1.94 0.21
H -3.39 32.45 2.37 0.23
C -3.69 26.35 0.92 -0.62
C -3.16 27.56 0.12 -0.22
N -2.10 27.24 -0.85 -0.44
C -2.50 26.29 -1.88 -0.22
C -1.36 25.80 -2.77 -0.61
C -1.60 28.46 -1.49 -0.22
C -2.56 29.26 -2.43 -0.66
H -2.87 25.79 1.37 0.20
H -4.29 25.71 0.27 0.19
H -4.42 26.67 1.66 0.24
H -4.03 28.01 -0.37 0.17
H -2.77 28.30 0.82 0.22
H -2.91 25.40 -1.41 0.19
H -3.28 26.66 -2.56 0.16
H -1.21 26.57 -3.53 0.19
H -0.43 25.55 -2.26 0.21
H -1.65 24.92 -3.33 0.20
H -0.68 28.29 -2.03 0.18
H -1.29 29.15 -0.70 0.20
H -2.74 28.86 -3.43 0.19
H -2.31 30.31 -2.59 0.21
H -3.53 29.33 -1.95 0.22
```

ORCA calculation (ωB97M-V/def2-TZVPD) on a molecular structure, C12H30CsN2O4P at a distorted geometry.

For the HOMO energy, the calculation gives 0.06446 Eh. The multiplicity is 1. The value obtained for the energy is -1247.089268 Eh. The value obtained for the molar mass is 430.3 g mol⁻¹. The HOMO-LUMO gap comes out at 1.48 eV. As for the charge: -2.

Structure (XYZ):
```
50
Properties=species:S:1:pos:R:3:mulliken_charge:R:1
Cs 17.80 6.32 -1.49 -0.12
P 19.89 5.62 2.08 0.54
O 19.81 5.82 0.55 -0.60
O 21.10 4.68 2.39 -0.61
O 18.84 4.42 2.32 -0.67
O 19.61 6.75 3.02 -0.74
C 20.70 9.00 -1.97 -0.74
C 20.33 9.06 -0.47 -0.93
N 20.10 10.37 0.11 0.24
C 21.19 11.30 -0.11 -0.33
C 22.51 10.75 0.38 -1.41
C 18.81 10.89 -0.26 -0.25
C 18.50 12.28 0.26 -1.57
H 20.29 8.05 -2.32 0.13
H 21.79 8.96 -2.03 0.29
H 20.32 9.80 -2.61 0.34
H 19.44 8.45 -0.34 0.12
H 21.04 8.48 0.12 0.36
H 21.27 11.64 -1.16 0.29
H 20.97 12.21 0.46 0.47
H 22.91 9.98 -0.29 0.27
H 23.27 11.54 0.40 0.41
H 22.40 10.33 1.37 0.35
H 18.05 10.21 0.15 0.37
H 18.68 10.89 -1.36 0.24
H 17.44 12.48 0.07 0.45
H 19.06 13.07 -0.24 0.35
H 18.64 12.35 1.34 0.34
C 15.87 4.67 -4.02 -0.89
C 16.83 5.48 -4.90 -0.37
N 18.26 5.61 -4.54 -0.15
C 18.94 4.33 -4.48 -0.52
C 19.46 3.80 -5.81 -1.11
C 18.93 6.70 -5.20 -0.41
C 18.28 8.06 -5.14 -1.14
H 16.08 3.60 -4.03 0.30
H 14.87 4.78 -4.44 0.32
H 15.76 4.96 -2.97 0.15
H 16.82 4.95 -5.87 0.21
H 16.42 6.45 -5.13 0.59
H 19.80 4.48 -3.81 0.34
H 18.29 3.56 -4.06 0.42
H 18.68 3.74 -6.57 0.28
H 20.26 4.42 -6.22 0.30
H 19.85 2.79 -5.70 0.38
H 19.17 6.42 -6.24 0.18
H 19.90 6.89 -4.73 0.43
H 18.97 8.86 -5.41 0.32
H 18.02 8.28 -4.10 0.32
H 17.37 8.23 -5.72 0.45
```

ORCA calculation (ωB97M-V/def2-TZVPD) on a molecular structure, C12H30Cu2N2O7P at a distorted geometry.

For the HOMO energy, the calculation gives -0.42686 Eh. The multiplicity is 1. The value obtained for the energy is -4733.568094 Eh. The value obtained for the molar mass is 472.4 g mol⁻¹. The HOMO-LUMO gap comes out at 6.90 eV. As for the charge: +1.

Structure (XYZ):
```
54
Properties=species:S:1:pos:R:3:nbo_charge:R:1
Cu 9.69 -11.76 -11.34 0.94
Cu 11.67 -9.56 -11.13 0.94
O 11.50 -11.28 -12.20 -1.42
H 11.96 -11.80 -12.87 0.49
C 12.92 -8.78 -13.35 0.52
O 11.89 -8.14 -13.30 -0.65
N 14.05 -8.48 -12.66 -0.42
C 15.10 -9.43 -12.52 -0.42
C 14.07 -7.34 -11.77 -0.44
H 13.10 -9.72 -13.89 0.13
H 14.91 -10.13 -11.69 0.19
H 16.10 -9.06 -12.28 0.23
H 15.16 -10.05 -13.41 0.22
H 15.02 -6.80 -11.84 0.23
H 13.28 -6.64 -12.02 0.25
H 13.89 -7.65 -10.73 0.18
C 13.73 -14.51 -15.41 0.54
O 13.88 -15.51 -16.05 -0.58
N 14.72 -13.81 -14.78 -0.45
C 14.34 -12.87 -13.75 -0.41
C 16.06 -14.39 -14.66 -0.42
H 12.74 -14.04 -15.24 0.09
H 13.67 -12.09 -14.15 0.18
H 15.19 -12.26 -13.45 0.21
H 13.87 -13.34 -12.88 0.20
H 16.81 -13.60 -14.74 0.20
H 16.20 -14.87 -13.69 0.20
H 16.20 -15.05 -15.52 0.25
C 9.71 -9.21 -15.97 -0.63
C 9.67 -10.35 -14.99 -0.06
O 8.46 -11.11 -15.17 -0.81
P 7.53 -11.53 -14.01 2.65
O 8.25 -12.04 -12.82 -1.24
O 6.65 -10.27 -13.72 -0.82
C 5.79 -10.09 -12.57 -0.06
C 6.48 -10.11 -11.22 -0.65
O 6.52 -12.51 -14.66 -0.80
C 6.91 -13.88 -14.89 -0.07
C 5.78 -14.69 -15.43 -0.64
H 8.84 -8.58 -15.73 0.22
H 10.60 -8.60 -15.89 0.23
H 9.55 -9.60 -16.98 0.22
H 10.52 -11.04 -15.09 0.17
H 9.82 -10.01 -13.95 0.19
H 5.26 -9.16 -12.75 0.21
H 5.07 -10.91 -12.58 0.19
H 6.89 -11.08 -10.97 0.21
H 7.27 -9.34 -11.15 0.21
H 5.76 -9.75 -10.49 0.24
H 7.76 -13.89 -15.58 0.19
H 7.34 -14.32 -13.99 0.19
H 6.10 -15.70 -15.66 0.23
H 4.94 -14.78 -14.73 0.22
H 5.31 -14.28 -16.32 0.23
```